Record 1
13
Properties=species:S:1:pos:R:3:lowdin_charge:R:1 method="wB97M-V/def2-TZVPD" gap_ev="8.1 / 8.1" spin_multiplicity=1 homo_ev="-8.425 / -8.346"
C -0.9273 2.0408 -0.0674 -0.24
C -0.9506 0.6519 0.2616 -0.62
Br -2.6837 -0.2200 -0.0806 0.63
C 0.4456 -0.3301 0.1425 -0.55
Br 2.0121 0.7450 -0.0661 0.78
C 0.6503 -1.7618 0.2654 -0.37
O 1.8117 -2.2204 -0.3655 -0.06
H 0.1235 2.4400 0.1054 0.05
H -1.4841 2.5497 0.6985 0.08
H -1.3622 2.2505 -0.9591 0.04
H -0.2612 -2.2522 -0.1356 0.11
H 0.6970 -2.1318 1.3342 0.15
H 1.9289 -1.7616 -1.1332 0.01

=====

Record 2
14
Properties=species:S:1:pos:R:3:lowdin_charge:R:1 method="wB97M-V/def2-TZVPD" gap_ev=9.6 spin_multiplicity=1 homo_ev=-9.150
C -0.3202 0.9093 2.0543 -0.17
C -0.3950 0.5494 0.5683 -0.81
Br -1.3171 1.8792 -0.2940 0.88
C 0.1504 -0.4984 -0.0575 -0.68
Br 1.0547 -1.9524 0.6559 0.85
C 0.1418 -0.5568 -1.6659 -0.55
O -1.1875 -0.7567 -2.0216 -0.03
O 1.0663 -1.4425 -2.1676 -0.03
H -0.5724 2.0175 2.1064 0.05
H 0.6761 0.6386 2.5036 0.08
H -1.1500 0.3303 2.6521 0.11
H 0.4844 0.4167 -2.0130 0.13
H -1.7408 -1.2185 -1.3567 0.12
H 0.7868 -2.3221 -1.9288 0.06

=====

Record 3
15
Properties=species:S:1:pos:R:3:lowdin_charge:R:1 method="wB97M-V/def2-TZVPD" smiles="O=[P@@]([O-])(CBr)C/C=C/Br" gap_ev=7.6 spin_multiplicity=1 homo_ev=-4.623 total_charge=-1
O 0.8659 -0.5817 -2.6856 -0.42
P 0.7657 -0.8111 -1.2094 0.33
O 1.0379 -2.1543 -0.6016 -0.39
C 1.7941 0.7223 -0.4074 -0.73
Br 1.9988 0.5717 1.4549 0.58
C -0.9361 -0.1555 -0.6823 -0.26
C -1.1619 -0.4783 0.7029 -0.34
C -1.3560 0.4860 1.5617 -0.71
Br -1.9792 0.1456 3.2611 0.65
H 1.4407 1.7335 -0.7287 0.03
H 2.8375 0.5558 -0.7849 0.01
H -1.6009 -0.8758 -1.1944 0.10
H -1.2226 0.8256 -0.8903 0.07
H -1.0888 -1.4587 0.9386 0.07
H -1.3953 1.4752 1.2653 0.03

=====

Record 4
13
Properties=species:S:1:pos:R:3:lowdin_charge:R:1 method="wB97M-V/def2-TZVPD" smiles="C=C(Br)C(C)=O.Cl" gap_ev=9.5 spin_multiplicity=1 homo_ev=-9.668
C -1.7084 0.2113 0.9760 0.02
C -0.3537 0.4956 1.0601 -0.68
Br 0.2532 1.8316 2.2274 0.76
C 0.6521 -0.0757 0.1192 -0.55
C 1.8717 0.6591 -0.2745 -0.06
O 0.4506 -1.1745 -0.2961 0.07
H -2.0411 -0.5764 0.3731 0.02
H -2.5609 0.6585 1.7011 0.12
H 1.8112 0.7159 -1.2922 0.04
H 2.8908 0.0882 -0.0104 0.15
H 1.9852 1.7507 0.1549 0.08
Cl -2.0925 -1.9093 -2.6094 0.26
H -1.1582 -2.6750 -2.1291 -0.23

=====

Record 5
12
Properties=species:S:1:pos:R:3:lowdin_charge:R:1 method="wB97M-V/def2-TZVPD" gap_ev="9.1 / 8.3" spin_multiplicity=1 homo_ev="-8.884 / -8.323"
C -0.5727 -1.8348 1.3656 -0.03
C -0.7910 -1.2037 0.2751 -0.19
C 0.0495 1.7088 -0.8036 -0.20
C 0.9387 0.5352 -0.5906 -0.60
F -1.7988 -1.1871 -0.6089 0.02
Br 2.0790 0.4848 0.9588 0.63
H -1.3221 -2.5120 1.7892 0.07
H 0.4104 -1.9252 1.7594 0.02
H -0.0619 2.2543 0.1248 0.07
H -0.8167 1.3388 -1.1316 0.01
H 0.5113 2.3456 -1.6146 0.10
H 1.3743 -0.0048 -1.5236 0.08

=====

Record 6
13
Properties=species:S:1:pos:R:3:lowdin_charge:R:1 method="wB97M-V/def2-TZVPD" gap_ev=9.6 spin_multiplicity=1 homo_ev=-8.952
C 0.0799 0.8400 0.4859 -0.34
C 1.2270 1.7103 0.1416 -0.03
C -1.3381 -1.4309 -0.0187 -0.13
C -0.1195 -0.7803 -0.6638 -0.79
O -0.6445 0.8563 1.3939 0.11
F -0.3049 -0.3529 -1.9516 -0.05
Br 1.5041 -1.8520 -0.5096 0.70
H 2.0143 1.6540 0.9636 0.12
H 0.9602 2.7304 0.4624 0.10
H 1.5726 1.4175 -0.8285 0.07
H -2.3102 -0.9579 -0.2892 0.10
H -1.2250 -1.3111 1.0813 0.08
H -1.4159 -2.5233 -0.2673 0.08

=====

Record 7
14
Properties=species:S:1:pos:R:3:lowdin_charge:R:1 method="wB97M-V/def2-TZVPD" gap_ev=6.8 spin_multiplicity=1 homo_ev=-13.050 total_charge=+1
C -0.4612 -0.2968 -0.5558 -0.24
C 0.3059 -1.2661 -1.0925 -0.38
C 3.0716 -1.3491 -0.1190 -0.93
C -1.1555 1.5998 0.7522 -0.65
N -0.1691 0.6682 0.2947 -0.11
S 2.0499 -1.1188 -1.4778 0.97
Br -1.4937 3.0650 -0.4536 0.69
I 2.3593 -1.3846 1.7804 1.08
H -1.5369 -0.4250 -0.6000 0.15
H -0.1426 -2.0130 -1.6411 0.04
H 4.1405 -1.1303 -0.4719 0.05
H -2.0052 1.0017 1.0412 0.07
H -0.8342 1.8608 1.8651 0.14
H 0.8321 0.9365 0.3614 0.12

=====

Record 8
16
Properties=species:S:1:pos:R:3:lowdin_charge:R:1 method="wB97M-V/def2-TZVPD" gap_ev=7.2 spin_multiplicity=1 homo_ev=-8.668
C 0.2425 -0.3221 0.9289 -0.62
C -0.1337 -1.4688 1.8192 -0.03
C 0.5076 1.8674 -1.7283 -0.05
C -0.5493 0.8449 0.9655 -0.93
O 1.2171 -0.3306 0.1700 -0.03
O 1.4931 2.5081 0.3456 -0.92
O -0.8873 3.2494 0.1452 -0.38
S 0.0071 2.0672 0.0417 0.67
Br -1.9548 1.1849 2.1060 0.82
I 2.1779 2.4108 2.2098 1.06
H 0.3421 -1.3225 2.8574 0.13
H 0.3499 -2.3471 1.5851 0.05
H -1.1661 -1.6202 1.6628 0.06
H 0.8617 0.8740 -1.7119 0.04
H -0.4498 2.0711 -2.3000 0.11
H 1.2049 2.5712 -1.8055 0.01

=====

Record 9
13
Properties=species:S:1:pos:R:3:lowdin_charge:R:1 method="wB97M-V/def2-TZVPD" smiles="O=CN=C1CC1.Br" gap_ev=10.0 spin_multiplicity=1 homo_ev=-9.697
O -2.8278 0.1227 -0.0781 -0.02
C -2.1527 0.1293 0.9085 -0.31
N -0.8522 -0.3744 1.0378 0.18
C 0.2585 -0.1281 0.5316 -0.31
C 1.1926 0.9836 0.0935 -0.02
C 1.6265 -0.4804 0.5037 -0.07
H -2.4937 0.3495 1.8756 0.11
H 1.2640 1.6514 0.9711 0.10
H 1.1099 1.4063 -0.9542 0.12
H 1.9380 -1.0542 -0.3528 0.11
H 2.2758 -0.7009 1.3600 0.12
Br -3.4774 -1.4732 -2.7579 0.19
H -3.7004 -0.6352 -1.4694 -0.20

=====

Record 10
16
Properties=species:S:1:pos:R:3:lowdin_charge:R:1 method="wB97M-V/def2-TZVPD" smiles="C[S@]1(=O)=NCSC=C(Br)O1" gap_ev=8.8 spin_multiplicity=1 homo_ev=-8.374
C 1.0104 2.1773 -0.7228 -0.11
S 0.4885 0.7757 0.2500 0.78
O 0.2568 0.9865 1.6648 -0.30
N 1.5268 -0.3868 -0.1321 -0.27
C 1.3449 -1.6124 0.4813 -0.61
S -0.2021 -2.5338 -0.1009 0.83
C -1.7629 -1.5490 0.0343 -0.42
C -2.0278 -0.2272 -0.2081 -0.84
Br -3.7365 0.5349 -0.0562 0.80
O -1.0763 0.7817 -0.3381 -0.34
H 0.3113 2.1993 -1.5620 0.08
H 0.9138 2.9875 -0.1120 0.02
H 2.1428 2.1037 -0.9933 0.12
H 2.1950 -2.3158 0.1761 0.09
H 1.2699 -1.7366 1.6316 0.09
H -2.6545 -2.1850 -0.0126 0.05

=====

Record 11
12
Properties=species:S:1:pos:R:3:lowdin_charge:R:1 method="wB97M-V/def2-TZVPD" gap_ev="7.1 / 7.1" spin_multiplicity=1 homo_ev="-9.284 / -9.282"
C 0.0367 -1.2754 -0.0246 -0.46
C 0.9676 -0.1264 0.1305 -0.26
C 0.0667 1.0454 -0.3458 -0.26
C -1.3002 0.6896 0.1245 -0.37
P -1.5429 -1.1604 -0.2889 0.98
Br 1.6312 -3.7504 0.0226 -0.16
H 0.9845 -0.0748 1.2440 0.13
H 1.9124 -0.3250 -0.2497 0.08
H 0.5684 1.9632 0.0782 0.13
H 0.0092 1.1330 -1.4243 0.11
H -1.2140 0.7721 1.1119 0.03
H -2.1195 1.1092 -0.3784 0.05

=====

Record 12
16
Properties=species:S:1:pos:R:3:lowdin_charge:R:1 method="wB97M-V/def2-TZVPD" gap_ev="5.9 / 6.0" spin_multiplicity=1 homo_ev="-6.999 / -7.295"
O 4.0996 0.0997 0.5544 -0.84
Mg 2.7044 -0.8195 -0.2135 0.81
O 0.9000 2.1996 0.3395 -0.27
C 1.4053 1.2218 1.0095 -0.34
C 0.7609 -0.0133 1.0666 -0.28
O -0.5378 -0.0004 0.5411 -0.34
C -0.9321 -0.9695 -0.4385 -0.20
C -2.2372 -0.4491 -1.0393 -0.36
O -2.1254 0.8851 -1.4145 -0.45
Cd -0.9282 1.8487 -0.3094 1.48
H 2.6629 1.3754 1.3808 0.19
H 0.9384 -0.7052 1.8993 0.12
H -1.0315 -1.9593 0.0291 0.13
H -0.1534 -1.0173 -1.2202 0.11
H -3.0412 -0.5926 -0.2886 0.12
H -2.4846 -1.1042 -1.8964 0.12

=====

Record 13
12
Properties=species:S:1:pos:R:3:lowdin_charge:R:1 method="wB97M-V/def2-TZVPD" smiles=C[C@]1(Cl)C[C@H]1Cl gap_ev=11.0 spin_multiplicity=1 homo_ev=-10.143
C -1.2748 -0.9620 -1.5888 -0.07
C -0.5940 -0.4386 -0.3575 -0.90
Cl 0.4031 -1.5838 0.5481 0.66
C -1.3330 0.5000 0.5039 -0.16
C -0.1837 0.9560 -0.3255 -0.73
Cl 1.2891 1.5868 0.3714 0.62
H -2.2414 -0.4053 -1.7622 0.11
H -0.6028 -1.0154 -2.4445 0.09
H -1.6210 -1.9461 -1.4021 0.06
H -1.1755 0.5900 1.5675 0.11
H -2.2892 0.8687 0.2224 0.10
H -0.5251 1.5256 -1.2036 0.12

=====

Record 14
15
Properties=species:S:1:pos:R:3:lowdin_charge:R:1 method="wB97M-V/def2-TZVPD" gap_ev="7.6 / 7.6" spin_multiplicity=1 homo_ev="-7.101 / -7.101"
C 2.7593 -1.3379 -0.4872 -0.91
C 1.3353 0.9827 -0.8432 -0.69
C -0.9112 0.1720 -0.4724 -0.77
C -1.8369 -0.4500 0.5150 -0.11
N 3.8158 -0.8522 -0.7722 0.12
N 0.2596 0.6618 -0.1070 -0.11
S 1.6232 -2.2992 -0.0324 0.71
Cl 2.5021 1.9990 -0.0450 0.59
Cl -1.2292 -0.0147 -2.1511 0.71
H 1.2064 1.1742 -1.8942 0.04
H -1.4731 -1.4288 0.8409 0.07
H -2.8175 -0.5906 0.0702 0.07
H -1.9392 0.1889 1.3919 0.08
H 4.1116 0.0532 -1.0717 0.05
H 0.4184 0.6858 0.8977 0.15

=====

Record 15
18
Properties=species:S:1:pos:R:3:lowdin_charge:R:1 method="wB97M-V/def2-TZVPD" gap_ev=7.9 spin_multiplicity=1 homo_ev=-2.342 total_charge=-2
Y 0.0168 0.7204 0.6702 0.92
C -0.0531 2.4067 -3.3614 -0.01
C 0.2190 1.7858 -1.9969 -0.77
O -0.0467 2.4475 -0.9539 -0.19
O 0.5925 0.6163 -1.8581 -0.10
H 0.7196 2.0309 -4.0390 0.06
H 0.0633 3.4871 -3.3007 0.06
H -1.0010 2.0805 -3.7838 0.07
C 0.0865 -3.3864 2.4211 -0.02
C 0.0969 -2.0443 1.7488 -0.73
O 0.5566 -1.7854 0.6092 -0.13
O -0.3559 -1.0259 2.3796 -0.19
H 0.9977 -3.4833 3.0147 0.07
H 0.0187 -4.1939 1.6943 0.07
H -0.7230 -3.4163 3.1487 0.07
Cl -2.5268 0.1044 -0.2543 -0.39
Cl 2.5106 1.2147 1.3761 -0.35
Cl -1.1716 2.4413 2.4855 -0.44

=====

Record 16
12
Properties=species:S:1:pos:R:3:lowdin_charge:R:1 method="wB97M-V/def2-TZVPD" gap_ev=11.0 spin_multiplicity=1 homo_ev=-10.297
C -0.8992 -1.7855 -0.3201 -0.13
C 0.3853 -0.8491 -0.5820 -0.49
C 1.2858 -0.8629 -1.4894 0.03
C 0.2547 0.1517 0.4652 -0.79
H -1.7991 -0.9879 0.1198 0.05
H -0.5575 -2.6760 0.5961 0.13
H -1.7999 -2.3795 -1.4638 0.19
H 1.0531 -1.6201 -2.2733 0.08
H 2.0083 0.1524 -1.6246 0.16
H 0.3532 -0.5623 1.3767 0.15
F 1.4889 0.7459 0.7246 -0.07
Cl -1.1069 1.2609 0.4885 0.69

=====

Record 17
12
Properties=species:S:1:pos:R:3:lowdin_charge:R:1 method="wB97M-V/def2-TZVPD" gap_ev="8.4 / 7.4" spin_multiplicity=1 homo_ev="-8.083 / -7.760"
C 0.0379 -0.0770 0.1213 -0.25
C 1.8885 0.2814 -0.6529 -0.62
C -0.6590 -1.1094 -0.5783 -0.15
C -0.8118 0.9969 0.6705 -0.11
F 2.1192 1.5201 -0.4850 0.00
Cl 2.9023 -0.8714 0.1627 0.56
H -0.0207 -1.8607 -1.1067 0.09
H -1.5949 -0.8646 -1.0734 0.08
H -0.8567 -1.6138 0.4300 0.13
H -1.8157 0.5277 0.8337 0.09
H -0.8199 1.7940 -0.0135 0.07
H -0.3690 1.2769 1.6917 0.11

=====

Record 18
14
Properties=species:S:1:pos:R:3:lowdin_charge:R:1 method="wB97M-V/def2-TZVPD" gap_ev="11.1 / 11.1" spin_multiplicity=1 homo_ev="-11.328 / -11.328"
C 0.0910 -1.0225 -1.2320 0.03
C -0.4790 0.9109 1.0982 -0.09
C -1.0987 -1.1299 -0.2010 -0.60
C -1.4333 0.2985 0.1900 -0.69
F -0.6502 -1.8871 0.8716 0.08
F -2.1484 -1.7681 -0.7259 0.11
F -2.9749 -0.0607 1.3086 -0.31
Cl -2.1418 1.2857 -0.9216 0.89
H -0.1803 -1.9520 -1.6401 0.07
H -0.1652 -0.2597 -1.9757 0.08
H 1.1190 -1.0790 -0.9063 0.10
H -0.8116 1.8574 1.5090 0.09
H -0.3406 0.3759 2.1424 0.16
H 0.4221 0.9671 0.5653 0.08

=====

Record 19
14
Properties=species:S:1:pos:R:3:lowdin_charge:R:1 method="wB97M-V/def2-TZVPD" smiles="C=NN[C@@H]1[C@@H](F)[C@H]1Cl" gap_ev=9.4 spin_multiplicity=1 homo_ev=-8.579
C 1.3396 1.8880 -1.4009 -0.05
N 0.7745 0.9051 -0.7217 -0.14
N -0.3614 0.8060 -0.3060 -0.12
C -0.9236 -0.3019 0.5155 -0.25
C 0.1102 -1.0240 1.4348 -0.25
F -0.1630 -1.7316 2.5237 0.04
C -0.4130 -1.6008 0.0693 -0.61
Cl -1.5840 -2.9324 0.0126 0.61
H 0.7272 2.8836 -1.4280 0.08
H 2.2957 1.7859 -1.9703 0.05
H -0.9849 1.6738 0.1741 0.21
H -2.0600 -0.1022 0.7427 0.18
H 1.1796 -0.6569 1.2451 0.16
H 0.0631 -1.5928 -0.8909 0.08

=====

Record 20
14
Properties=species:S:1:pos:R:3:lowdin_charge:R:1 method="wB97M-V/def2-TZVPD" gap_ev="5.3 / 5.3" spin_multiplicity=1 homo_ev="-7.561 / -7.562"
C -0.4891 -0.0417 1.8833 -0.08
C 0.0440 -0.1874 0.6248 -0.16
C -1.4979 0.9023 2.1214 -0.19
C 0.2325 0.2768 -1.7333 -0.10
N -1.8745 1.7974 1.2412 -0.24
N -0.3059 0.5802 -0.4248 -0.32
P -1.3629 1.9587 -0.2593 1.05
Cl -0.7317 -3.1632 1.1433 -0.54
H -0.1577 -0.7095 2.6586 0.09
H 0.7611 -0.9764 0.4425 0.08
H -2.0059 0.9280 3.0776 0.12
H -0.5284 0.4675 -2.4892 0.08
H 1.0957 0.9107 -1.9479 0.10
H 0.5322 -0.7693 -1.7857 0.10